Below is 2 unconnected molecules or ions with the total composition C6H15NO in a non-equilibrium geometry, with properties calculated with ωB97M-V/def2-TZVPD.

Computed properties:
LUMO: 0.66 eV
Gap between HOMO and LUMO: 8.6 eV
SMILES string: CCC/C=C/NC.O
Highest occupied orbital energy: -7.967 eV
2S+1: 1
Energy above the lowest of the compared OMol25 structures with the same formula, charge and spin: 67.34 kcal per mole

Positions of all 23 atoms, in Å:
C 1.646 -1.205 1.373
C 0.904 -0.240 2.269
C -0.585 -0.090 1.806
C -0.841 -0.020 0.333
C -2.055 -0.197 -0.224
N -2.380 0.193 -1.538
C -1.342 -0.209 -2.503
H 2.269 -0.779 0.600
H 2.505 -1.749 1.800
H 1.052 -2.142 1.203
H 1.609 0.597 2.178
H 0.853 -0.510 3.334
H -0.899 0.869 2.237
H -1.093 -0.982 2.199
H 0.068 0.104 -0.260
H -2.902 -0.276 0.431
H -3.308 -0.198 -1.718
H -0.669 0.642 -2.558
H -1.713 -0.316 -3.533
H -0.763 -1.044 -2.084
O 2.942 2.530 -1.575
H 2.204 3.169 -1.651
H 2.500 1.852 -2.119

Atomic partial charges in e from the Mulliken method, atoms 1 to 8: atom 1 (C): -1.246, atom 2 (C): -0.417, atom 3 (C): -0.623, atom 4 (C): -0.012, atom 5 (C): -0.516, atom 6 (N): -0.302, atom 7 (C): -0.857, atom 8 (H): 0.349

=====

Below is a molecular structure, C14H23B2ClF4HfN4O10S in a non-equilibrium geometry, with properties calculated with ωB97M-V/def2-TZVPD.

Computed properties:
LUMO: -6.76 eV
Gap between HOMO and LUMO: 8.0 eV
Highest occupied orbital energy: -14.792 eV
2S+1: 1
Energy above the lowest of the compared OMol25 structures with the same formula, charge and spin: 12.83 kcal per mole
Net charge: +2

Positions of all 60 atoms, in Å:
Hf -0.784 0.324 -0.441
C 2.687 -2.844 -0.409
C 1.864 -1.605 -0.439
N 0.658 -1.509 -0.858
O 0.037 -2.650 -1.298
B -1.196 -2.549 -1.885
F -1.955 -1.348 -0.508
F -1.906 -3.607 -1.798
O -1.369 -1.671 -2.946
N -0.769 -0.494 -2.739
C -0.255 0.122 -3.728
C -0.342 -0.321 -5.151
C 0.372 1.393 -3.277
N 0.318 1.617 -2.012
O 0.832 2.832 -1.610
B 0.944 2.861 -0.155
F 0.940 4.105 0.351
F -0.404 2.259 0.331
O 1.986 1.939 0.356
N 1.532 0.668 0.033
C 2.368 -0.300 0.156
C 3.744 -0.169 0.677
C 1.010 2.376 -4.204
H 2.154 -3.688 -0.850
H 2.980 -3.111 0.612
H 3.608 -2.665 -0.947
H 0.574 -0.065 -5.733
H -1.149 0.247 -5.640
H -0.560 -1.382 -5.124
H 3.633 0.093 1.746
H 4.192 0.667 0.160
H 4.315 -1.058 0.599
H 1.152 1.851 -5.177
H 1.948 2.812 -3.788
H 0.300 3.205 -4.309
O -4.454 0.840 -0.862
Cl -3.321 1.533 -0.455
O -3.532 2.875 -0.134
O -2.690 0.846 0.647
O -2.236 1.482 -1.526
C -2.766 4.552 2.330
C -1.556 3.894 2.829
O -0.712 3.271 3.187
H -2.553 5.577 1.976
H -3.462 4.502 3.153
H -3.124 3.952 1.449
O -0.321 -0.290 1.547
S -1.083 -1.242 2.492
C -0.248 -1.074 4.088
C 0.591 -2.369 4.207
C -0.382 -3.400 3.708
C -0.593 -2.995 2.247
H -1.042 -1.108 4.830
H 0.268 -0.123 3.981
H 0.909 -2.484 5.242
H 1.458 -2.245 3.568
H -1.330 -3.304 4.263
H -0.094 -4.440 3.829
H -1.453 -3.500 1.783
H 0.268 -3.088 1.623

Atomic partial charges in e from the Mulliken method, atoms 1 to 8: atom 1 (Hf): 1.979, atom 2 (C): -2.152, atom 3 (C): 0.380, atom 4 (N): 0.402, atom 5 (O): -0.348, atom 6 (B): 1.064, atom 7 (F): -0.898, atom 8 (F): -0.135

=====

> The highest energy above the lowest of the compared OMol25 structures with the same formula, charge and spin belongs to which entry?

C6H15NO